[1]
An isolated molecule of C3H7NO. Source: the OMol25 dataset; level of theory: wB97M-V/def2-TZVPD.

Results
HOMO: -9.7 eV
SMILES string: CNC(C)=O
E_tot: -248.489654 a.u.
LUMO: 0.03196 hartree

```
! RIJCOSX wB97M-V def2-TZVPD def2/J DEFGRID3
* xyz 0 1
C -1.5323 0.0386 -0.3707
N -0.6927 -0.4203 0.7401
C 0.5558 -0.8098 0.1832
C 1.5393 0.3316 0.1362
O 0.7002 -1.8667 -0.3801
H -0.9861 0.7725 -1.0064
H -2.4334 0.5153 0.0224
H -1.7924 -0.8201 -0.9923
H -0.5569 0.3513 1.3872
H 1.0527 1.0412 -0.5599
H 2.5070 0.0364 -0.2659
H 1.6388 0.8300 1.1061
*
```

[2]
A structure of composition C5H20F2NO9S2Ti at a distorted geometry. Source: the OMol25 dataset; level of theory: wB97M-V/def2-TZVPD.

Results
HOMO (alpha / beta): -9.7 / -13.6 eV
⟨S²⟩: 6.02
E_tot: -2779.404599 a.u.
LUMO (alpha / beta): -0.14039 / -0.28546 hartree

```
! RIJCOSX wB97M-V def2-TZVPD def2/J DEFGRID3
* xyz 1 5
Ti 0.4114 -0.5604 -0.3658
N -1.7222 -0.5123 0.3336
S -3.0684 0.0563 0.0011
O -3.8832 0.3335 1.2041
O -3.6930 -0.1983 -1.2904
F -2.5544 1.5675 -0.2128
S -2.4468 -2.0138 0.6903
O -3.0618 -2.7123 -0.4604
O -3.0164 -2.1310 2.0178
F -1.1117 -2.8300 0.8053
C -0.9567 0.5856 -3.2515
O 0.2244 -0.1925 -3.1585
H -0.7717 1.6252 -2.9812
H -1.5283 0.6233 -4.1789
H -1.5805 0.1452 -2.4736
H 0.8454 0.2820 -3.7159
C 1.3528 -0.7692 3.0406
O 1.7638 -0.5011 1.7341
H 0.6961 -0.0176 3.4787
H 0.7079 -1.6394 3.1628
H 2.1857 -0.9702 3.7144
H 2.7088 -0.6695 1.7203
C 1.9723 2.5432 -1.3904
O 2.1721 1.4133 -0.5536
H 0.9393 2.4870 -1.7336
H 2.1930 3.5135 -0.9455
H 2.5172 2.4322 -2.3279
H 2.8944 1.5640 0.0606
C -0.8959 3.0833 1.2528
O -0.3783 1.8099 1.5591
H -1.9721 3.0248 1.4158
H -0.5441 3.7947 2.0000
H -0.6416 3.4982 0.2775
H -0.8577 1.1173 1.0986
C 1.5962 -3.5381 -0.0655
O 2.0989 -2.2915 -0.4869
H 2.1437 -4.4245 -0.3858
H 1.6479 -3.5621 1.0231
H 0.6378 -3.8711 -0.4637
H 2.9757 -2.0950 -0.1488
*
```

[3]
A structure of composition C2H2FOPm at a distorted geometry. Source: the OMol25 dataset; level of theory: wB97M-V/def2-TZVPD.

Results
HOMO (alpha / beta): -19.8 / -19.5 eV
⟨S²⟩: 6.33
E_tot: -859.871528 a.u.
LUMO (alpha / beta): -0.46237 / -0.40737 hartree

```
! RIJCOSX wB97M-V def2-TZVPD def2/J DEFGRID3
* xyz 2 5
F -1.1092 0.0594 0.6794
O 0.3874 -0.9618 0.3613
Pm 0.2798 1.5357 -0.2697
C 2.3370 -0.1639 0.1789
C 2.8103 -1.3572 0.4427
H 3.4167 -1.9243 1.1430
H 2.9321 -1.1601 -0.7416
*
```

[4]
A cluster of 2 separate species, C22H22F2O3 in total at a distorted geometry. Source: the OMol25 dataset; level of theory: wB97M-V/def2-TZVPD.

Results
HOMO: -6.7 eV
E_tot: -1276.841513 a.u.
LUMO: -0.09855 hartree

```
! RIJCOSX wB97M-V def2-TZVPD def2/J DEFGRID3
* xyz 0 1
C -3.6190 -0.8011 2.0001
C -2.4861 0.1415 2.3030
O -1.3386 -0.6499 2.6918
C -0.2134 0.0924 2.7959
C 0.9046 -0.6708 3.4177
C 0.6837 -2.1248 3.4883
C 2.2328 -0.1102 3.1197
C 3.2963 -1.0043 2.5050
O 2.5416 1.0592 3.3430
O -0.1834 1.2618 2.4275
H -4.5011 -0.2194 1.7259
H -3.3780 -1.4536 1.1541
H -3.8784 -1.4217 2.8635
H -2.2299 0.7402 1.4202
H -2.7441 0.8092 3.1394
H -0.2349 -2.3610 4.0408
H 0.5922 -2.5446 2.4694
H 1.5170 -2.6307 3.9909
H 3.0262 -2.0589 2.4430
H 3.5161 -0.6307 1.4972
H 4.2151 -0.8967 3.0898
F 0.6681 4.4953 8.7266
C 0.7616 3.9010 7.4894
C 0.9511 4.7158 6.3743
C 0.9632 4.0885 5.1172
C 0.7748 2.7213 5.0063
C 0.6667 1.8810 6.1410
C 0.5871 0.4464 6.0405
C 0.8243 -0.3523 7.1564
C 0.4204 -1.6731 7.3450
C 0.3037 -2.2810 8.6372
C 0.3155 -1.4846 9.8180
C 0.2259 -2.1060 11.0555
F 0.2409 -1.3250 12.1882
C 0.1067 -3.4873 11.2078
C 0.0679 -4.2716 10.0414
C 0.1553 -3.6854 8.7865
C 0.6314 2.5230 7.4148
H 1.0748 5.7885 6.4867
H 1.1133 4.6723 4.2089
H 0.7425 2.2621 4.0208
H 0.2845 0.0001 5.0892
H 1.3989 0.1082 7.9729
H 0.1884 -2.2808 6.4651
H 0.3803 -0.4023 9.7496
H 0.0403 -3.9290 12.2017
H -0.0319 -5.3542 10.1310
H 0.1191 -4.2958 7.8837
H 0.4791 1.9411 8.3207
*
```

[5]
A structure of composition C2H9N5 at a distorted geometry. Source: the OMol25 dataset; level of theory: wB97M-V/def2-TZVPD.

Results
HOMO: -8.2 eV
E_tot: -355.032613 a.u.
LUMO: 0.02675 hartree

```
! RIJCOSX wB97M-V def2-TZVPD def2/J DEFGRID3
* xyz 0 1
C -1.0685 1.7254 0.0412
C 0.3946 -0.3294 -0.0583
H -1.9681 1.0774 0.7115
H -0.9146 2.8995 0.1403
H -1.5986 1.5460 -1.0934
H 1.2410 1.5140 0.0429
H -1.2382 0.1458 -0.9171
H -1.9886 -2.0565 1.1525
H -0.5558 -2.6778 -0.1876
H 2.9164 -0.0362 1.2282
H 3.1081 -1.0771 -0.6988
N 0.2790 1.0345 -0.0007
N -0.9622 -0.6217 -0.2329
N -1.4223 -1.9729 0.0325
N 1.3606 -1.0962 -0.1315
N 2.4172 -0.0749 -0.0288
*
```

[6]
A cluster of 7 separate species, C27H66Cl6N4O8 in total at a distorted geometry. Source: the OMol25 dataset; level of theory: wB97M-V/def2-TZVPD.

Results
HOMO: -8.4 eV
SMILES string: COCCNCCOC.COCCNCCOC.COCCNCCOC.COCCNCCOC.ClCCl.ClCCl.ClCCl
E_tot: -4650.140182 a.u.
LUMO: 0.01743 hartree

```
! RIJCOSX wB97M-V def2-TZVPD def2/J DEFGRID3
* xyz 0 1
C 0.7372 9.2956 -6.0987
O -0.2204 8.7051 -5.2502
C 0.2510 8.8305 -3.9061
C 1.0711 7.6019 -3.4453
N 0.4393 6.3237 -3.5269
C 1.3404 5.1983 -3.4335
C 1.9067 4.9789 -2.0218
O 0.8518 5.0061 -1.1050
C 1.1619 5.1963 0.2308
H 0.8477 10.3824 -5.9262
H 0.2569 9.0988 -7.0407
H 1.6768 8.7709 -5.9964
H -0.6111 8.9810 -3.2365
H 0.9210 9.6710 -3.8064
H 1.3131 7.7369 -2.3406
H 1.8711 7.5397 -4.1365
H -0.2113 6.2543 -4.2916
H 2.1813 5.3366 -4.0960
H 0.8367 4.3088 -3.7099
H 2.6570 5.7768 -1.7779
H 2.3707 4.0213 -1.9860
H 2.1101 4.6981 0.4050
H 0.3244 4.6633 0.7604
H 1.2521 6.2572 0.4819
C 1.5552 -3.6594 -0.4798
O 1.3312 -4.9760 -0.9585
C 1.8510 -5.8577 -0.0185
C 1.5746 -7.3485 -0.4436
N 2.5309 -7.8365 -1.3935
C 2.4504 -9.2957 -1.4681
C 3.0504 -9.8350 -2.7182
O 4.3695 -9.3532 -2.8204
C 5.0076 -9.8040 -4.0071
H 2.6161 -3.4976 -0.2900
H 0.9925 -3.3969 0.3737
H 1.2564 -2.9659 -1.2378
H 1.4056 -5.7695 0.9993
H 2.9333 -5.6796 0.1290
H 0.6071 -7.2493 -0.9535
H 1.4715 -8.0289 0.3948
H 3.4814 -7.5484 -1.2481
H 1.3982 -9.6660 -1.3830
H 2.9735 -9.7831 -0.6248
H 2.4985 -9.4487 -3.5717
H 3.0762 -10.9484 -2.6714
H 5.1967 -10.9083 -3.8466
H 5.9913 -9.3711 -4.1859
H 4.2505 -9.6956 -4.8402
C -8.2446 3.2867 -0.5995
O -6.8760 3.1569 -0.5831
C -6.2252 3.8839 0.4104
C -4.7571 3.7381 0.0930
N -4.2418 4.2624 -1.1721
C -2.8485 4.2061 -1.2592
C -2.3140 4.2911 -2.6707
O -2.7241 3.0509 -3.3187
C -2.4584 3.0448 -4.6578
H -8.4985 4.3305 -0.7608
H -8.6802 3.0897 0.4350
H -8.6610 2.6465 -1.3768
H -6.3396 3.3633 1.3279
H -6.5369 4.9384 0.4973
H -4.5581 2.6507 0.2875
H -4.2055 4.1813 0.9468
H -4.7236 3.8302 -1.9390
H -2.5499 3.2267 -0.7959
H -2.4903 5.1460 -0.7542
H -1.2196 4.3950 -2.5663
H -2.6686 5.2075 -3.2299
H -1.3683 3.2833 -4.9389
H -3.0018 3.7635 -5.2677
H -2.6858 2.0545 -5.0977
C 4.3209 -3.1976 10.8496
O 3.0667 -2.9758 10.1929
C 2.8634 -1.5888 9.9664
C 1.6856 -1.3747 9.0739
N 1.9270 -1.7474 7.7057
C 0.7649 -1.4332 6.8609
C 1.0624 -1.3617 5.3471
O 1.4629 -2.6267 4.9313
C 1.5163 -2.8328 3.5623
H 4.4349 -2.4594 11.5545
H 5.1833 -3.0524 10.1594
H 4.3657 -4.1945 11.2412
H 3.7207 -1.1415 9.5244
H 2.7402 -1.1717 10.9378
H 1.4353 -0.3623 9.0055
H 0.9095 -1.8869 9.6011
H 2.3694 -2.6073 7.5236
H 0.2507 -0.4876 7.1543
H 0.0064 -2.1859 6.9364
H 1.7883 -0.5819 5.1780
H 0.0743 -1.0563 4.8715
H 0.5376 -3.0383 3.1960
H 2.0978 -3.7596 3.3736
H 1.8617 -1.9731 3.0277
Cl -7.1274 -0.5651 -1.9395
C -6.4698 -0.1663 -0.3701
Cl -7.6751 -0.3916 0.9440
H -5.5332 -0.7347 -0.1799
H -6.1776 0.9106 -0.3748
Cl 3.2874 -4.7847 -3.9770
C 1.6113 -5.1891 -4.2166
Cl 0.7039 -3.7128 -4.3552
H 1.4673 -5.8490 -5.1137
H 1.2757 -5.6919 -3.3688
Cl -1.8698 0.3824 -0.3075
C -1.2891 0.6570 -1.9816
Cl 0.0728 1.7446 -2.0634
H -0.9705 -0.3240 -2.3724
H -2.0794 1.0744 -2.5905
*
```